A structure of composition C13H22N4O4S2 in a non-equilibrium geometry. Source: the Open Molecules 2025 dataset; level of theory: ωB97M-V with the def2-TZVPD basis set.

Last column: Löwdin charge in e.
Cartesian coordinates (Å):
C -3.1048 -3.2703 -0.5712  -0.557
H -4.0556 -3.0208 -0.6275  -0.014
H -2.5075 -2.6374 -1.4890  0.114
H -2.9903 -4.3766 -0.7991  0.080
S -2.4388 -2.9402 0.7931  0.899
C -0.8715 -3.6527 0.9556  -0.479
C 0.2418 -2.7026 0.9548  -0.079
C 0.2662 -1.7656 -0.6469  -0.191
N 1.4979 -1.0933 -0.8868  0.150
C 2.1590 -0.2658 0.0642  -0.344
O 1.7895 0.0783 1.2594  0.040
O 2.9398 0.5789 -0.7001  0.006
C 3.8929 1.2751 -0.0209  -0.477
C 4.8084 2.0906 -0.9661  -0.027
H 4.1856 2.4359 -1.9244  0.140
H 5.3103 1.1657 -1.3028  0.087
H 5.4884 2.5915 -0.5360  -0.009
C 4.6526 0.7230 1.2684  0.009
H 5.4791 1.6020 1.5650  0.169
H 5.2342 0.0002 0.8852  0.027
H 3.9882 0.3858 1.8724  -0.011
C 2.8796 2.6669 0.8232  0.034
H 2.3297 2.2895 1.4884  -0.079
H 3.5653 3.3877 1.2837  0.038
H 2.3951 3.1923 -0.3623  0.167
H 1.8745 -0.9547 -1.7715  0.127
C -0.8069 -0.9668 -0.5226  -0.156
N -1.6255 -0.4132 -1.5086  0.097
N -2.5184 0.4293 -0.9934  0.003
C -1.9699 0.8107 0.1341  -0.849
S -2.5721 2.2488 0.9913  1.030
C -3.9054 2.7905 -0.1874  -0.329
H -3.4447 2.8573 -1.0530  0.020
H -4.0632 3.7031 0.2745  0.038
C -5.2191 1.9675 0.0324  -0.486
O -6.0797 2.6255 0.7248  -0.010
N -5.1694 0.9226 -0.8885  0.175
H -6.0102 0.3428 -0.4093  0.191
H -4.3712 0.6321 -1.1585  -0.066
O -1.0816 0.2371 0.5794  0.107
H 0.1824 -2.5415 -1.2044  0.091
H 1.1379 -3.0479 1.0626  0.046
H 0.2161 -1.9169 1.6530  0.085
H -0.7782 -4.2592 1.8659  0.101
H -0.9305 -4.2052 -0.0011  0.089

## Properties
- Orbital gap: 8.6 eV
- DFT total energy: -1824.4249 a.u.
- Highest occupied orbital energy: -8.3 eV
- Total charge: 0
- Spin multiplicity: 1
- Energy relative to the best compared isomer or geometry (same formula, charge and spin): 1441.0 kJ/mol